No. 1
The following is a quantum chemistry calculation of C26H21AuGeN8OS2 as an isolated structure, from the Open Molecules 2025 dataset.

Results
LUMO (spin up / spin down) = -3.728 / -5.849 eV
relative energy (zero: lowest compared OMol25 entry of this formula, charge and spin) = 61.09 kJ/mol
molar mass = 795.22 g mol⁻¹
E_HOMO (spin up / spin down) = -0.4159 / -0.4235 Eh
spin multiplicity = 2
frontier orbital gap (spin up / spin down) = 0.27893 / 0.20853 hartree
⟨S²⟩ = 0.778
charge = +1

XYZ file:
```
60
Properties=species:S:1:pos:R:3:forces:R:3
Au -0.219958 -0.459101 -0.592843 0.1 -0.1 -0.1
Ge 0.282251 -2.846069 -0.103845 0.0 0.1 0.1
S 2.053341 -0.260357 -0.757341 -0.1 0.1 -0.1
S -0.476600 1.828987 -1.524054 0.1 0.0 0.0
O -2.305261 -0.639816 -0.510398 0.1 0.0 0.0
N -2.904557 -1.789012 -0.183298 0.0 -0.1 0.0
N -0.982855 -0.477697 3.159645 0.0 0.0 0.0
N 3.209022 5.983639 -4.000966 0.0 0.0 0.0
N 6.233631 3.472056 -3.057570 0.0 0.0 0.0
N -0.319032 -0.393035 4.276024 0.0 0.0 0.0
N 0.866186 0.150027 4.183800 0.0 0.0 0.0
N -0.790950 -0.938018 5.459709 -0.1 0.0 0.0
N -0.194822 0.057142 2.246509 -0.1 0.0 0.0
C 1.146025 2.147992 -1.882951 -0.1 0.0 0.0
C 4.376741 -3.575759 0.460967 0.0 0.0 0.0
C 3.792403 2.846967 -2.493434 0.0 0.0 0.0
C -3.300088 -1.965364 1.086250 0.0 0.0 0.0
C -0.930678 -5.655902 -2.970146 0.0 0.0 0.0
C 2.728106 3.731203 -2.831861 0.0 0.0 0.0
C 2.222558 -2.784220 2.026349 0.0 0.0 0.0
C 4.559760 -3.289668 1.806343 0.0 0.0 0.0
C -3.976532 -3.112895 1.437146 0.0 0.0 0.0
C -0.036334 -3.749262 -1.786576 0.0 0.0 0.0
C -0.497543 -5.113947 -4.172687 0.0 0.0 0.0
C 2.032011 -3.060465 0.672106 -0.1 -0.1 0.0
C 1.443378 3.377158 -2.532508 0.0 0.0 0.0
C 0.165795 -3.895070 -4.187688 0.0 0.0 0.0
C 3.483272 -2.896100 2.591277 0.0 0.0 0.0
C -3.126500 -2.706804 -1.135779 0.0 0.0 0.0
C -0.703495 -4.975248 -1.782572 0.1 0.0 0.0
C 0.917841 0.428981 2.884880 0.0 -0.1 0.0
C 0.395293 -3.214459 -3.000026 0.0 0.0 0.0
C -3.792855 -3.871015 -0.824106 -0.1 0.0 0.0
C 2.999673 4.980146 -3.484639 0.0 0.0 0.0
C 2.217420 1.265103 -1.556315 0.0 0.0 0.0
C 3.531686 1.648643 -1.875259 0.0 0.0 0.0
C -4.231396 -4.078823 0.475121 0.0 0.0 0.0
C 5.147673 3.199102 -2.803629 0.0 0.0 0.0
C 3.115882 -3.458913 -0.107571 0.0 0.0 0.0
H 5.543629 -3.380089 2.247551 0.0 0.0 0.0
H -0.291267 -0.477684 6.213276 0.0 0.0 0.0
H -4.761875 -4.983981 0.735445 0.0 0.0 0.0
H 0.505459 -3.474516 -5.125043 0.0 0.0 0.0
H -1.780110 -0.723312 5.525576 0.0 0.0 0.0
H 1.381369 -2.493546 2.646645 0.0 0.0 0.0
H -3.031621 -1.168282 1.764119 0.0 0.0 0.0
H 2.977985 -3.681816 -1.159737 0.0 0.0 0.0
H 4.351376 0.985620 -1.631953 0.0 0.0 0.0
H 3.626214 -2.683072 3.642705 0.0 0.0 0.0
H 0.627455 4.039082 -2.788290 0.0 0.0 0.0
H 1.767415 0.887835 2.410471 0.0 0.0 0.0
H 5.215636 -3.890564 -0.145554 0.0 0.0 0.0
H -0.809664 -3.190175 0.925980 0.0 0.0 0.0
H -2.749235 -2.453519 -2.115448 0.0 0.0 0.0
H 0.913268 -2.262107 -3.021541 0.0 0.0 0.0
H -0.675455 -5.643625 -5.099184 0.0 0.0 0.0
H -3.962313 -4.599559 -1.603309 0.0 0.0 0.0
H -1.440068 -6.610753 -2.957900 0.0 0.0 0.0
H -4.292823 -3.240986 2.461799 0.0 0.0 0.0
H -1.042835 -5.408891 -0.847615 0.0 0.0 0.0
```
Positions in Å, forces in eV/Å.


No. 2
The following is a quantum chemistry calculation of C26H21BF10N9Ru as an isolated structure in a non-equilibrium geometry, from the Open Molecules 2025 dataset.

Results
LUMO = -6.092 eV
relative energy (zero: lowest compared OMol25 entry of this formula, charge and spin) = 8.61 kJ/mol
molar mass = 761.38 g mol⁻¹
E_HOMO = -0.3405 Eh
spin multiplicity = 1
frontier orbital gap = 0.11656 hartree
charge = +1

XYZ file:
```
68
Properties=species:S:1:pos:R:3:forces:R:3
Ru -0.607070 -0.717083 0.131637 -0.1 0.3 1.3
F 2.280209 4.805857 1.790687 -0.1 0.1 0.0
F -3.226654 -3.458959 -2.151871 0.0 0.0 0.1
F 6.382852 2.534852 2.021170 0.1 0.0 0.0
F 5.136375 0.182998 1.985832 0.1 -0.1 0.0
F -4.402171 -3.005743 -4.474846 0.0 0.0 0.0
F -1.256218 0.334292 -5.472136 0.0 0.0 0.0
F 0.016630 -0.179909 -3.203496 0.1 0.1 0.1
F 0.976646 2.467712 1.788795 0.1 0.1 0.0
F -3.475346 -1.081191 -6.157340 0.0 0.0 -0.1
F 4.980474 4.839877 1.913438 0.0 0.1 0.0
N -1.438142 1.560885 1.868990 -0.2 -0.1 0.1
N -0.853757 0.344367 1.923098 0.1 -0.2 -0.2
N -0.586224 2.171469 -0.386249 0.0 -0.3 -0.1
N -2.554238 -0.043822 -0.115147 0.0 0.1 -0.7
N 1.027756 -2.210526 0.494438 0.0 0.3 -0.3
N 0.066619 1.003240 -0.566141 0.3 0.1 -0.3
N -0.901707 -1.962018 -1.314042 -0.7 -0.2 -0.2
N 2.214084 0.111692 1.805812 -0.4 -0.2 0.5
N -2.870667 1.264058 -0.105360 0.1 -0.1 0.0
C 2.972970 1.199600 1.865134 0.0 0.0 -0.3
C 5.059981 2.494599 1.959802 -0.1 0.0 0.0
C -1.559840 2.058489 3.105017 0.0 0.0 0.0
C -3.326249 -2.300128 -4.156207 0.1 0.0 0.1
C -1.115880 -0.834122 -3.444482 -0.1 0.0 -0.2
C -4.654498 0.193373 -0.838520 0.0 0.1 0.1
C -2.865015 -1.312509 -5.009260 0.0 0.0 0.0
C 4.398162 1.291564 1.943767 -0.1 0.1 -0.1
C -1.041221 1.146056 4.004136 0.0 0.1 0.0
C -3.627278 -0.703028 -0.557838 -0.1 0.0 0.1
C 2.798751 -1.193291 1.951237 0.1 0.2 -0.2
C -1.747226 -0.581072 -4.647797 0.0 0.0 0.0
C 1.212312 1.266767 -1.197422 0.0 0.0 -0.1
C 1.298327 2.627721 -1.459088 -0.1 0.0 0.0
C -2.685910 -2.528808 -2.952839 -0.1 0.0 0.0
C 0.138515 3.159734 -0.919375 0.0 0.0 0.0
C 2.953656 3.662355 1.834520 0.2 0.0 0.0
C 0.012398 -3.286798 0.484375 0.2 -0.1 -0.2
C -0.604589 0.092648 3.211380 0.1 -0.1 0.0
C 4.342330 3.687106 1.902130 -0.1 0.0 0.0
C -4.123642 1.436653 -0.534896 -0.1 -0.1 0.1
C -1.576639 -1.788402 -2.534682 0.3 -0.1 0.2
C -0.712450 -3.342111 -0.856537 0.2 0.0 0.0
C 1.985550 -2.397806 -0.613557 0.0 0.0 0.0
C 1.744750 -2.262583 1.785298 0.0 -0.2 0.1
C 2.295587 2.459354 1.823043 0.3 -0.2 0.1
B -1.834660 2.196773 0.521601 0.0 0.2 0.1
H -0.142260 -3.919751 -1.592598 0.0 0.0 0.0
H 1.005647 -2.204962 2.583363 0.0 0.0 0.0
H 0.476854 -4.254819 0.703863 -0.1 0.0 0.0
H -0.984761 1.236977 5.073576 0.0 0.0 0.0
H -1.654422 -3.867699 -0.707424 0.0 0.0 0.0
H -5.647455 -0.028099 -1.185364 0.0 0.0 0.0
H 1.471235 -2.313820 -1.565657 0.0 0.0 0.0
H 3.247190 -1.316535 2.945109 0.0 0.0 0.0
H 2.231534 -3.243150 1.867441 0.0 0.0 0.0
H 1.889727 0.467510 -1.444817 0.0 0.0 0.0
H -3.624280 -1.776831 -0.619335 0.0 0.0 0.0
H 2.743274 -1.620806 -0.569993 0.0 0.0 0.0
H 3.619218 -1.369494 1.248643 0.0 0.0 0.1
H -0.122307 -0.821173 3.508415 -0.1 0.0 0.0
H -0.691433 -3.077913 1.302420 0.0 0.0 0.0
H 2.472928 -3.375431 -0.537410 0.0 0.0 0.0
H 2.086951 3.152063 -1.968219 0.0 0.0 0.0
H -4.557988 2.421155 -0.567439 0.0 0.0 0.0
H -0.217206 4.174605 -0.862968 0.0 0.0 0.0
H -2.251556 3.303620 0.686819 0.0 0.0 -0.1
H -1.998538 3.030370 3.255367 0.0 0.0 0.0
```
Positions in Å, forces in eV/Å.


No. 3
The following is a quantum chemistry calculation of C26H21Br2F3N2OPSTc as an isolated structure, from the Open Molecules 2025 dataset.

Results
LUMO (spin up / spin down) = -10.959 / -11.575 eV
relative energy (zero: lowest compared OMol25 entry of this formula, charge and spin) = 35.09 kJ/mol
molar mass = 755.31 g mol⁻¹
E_HOMO (spin up / spin down) = -0.6595 / -0.6608 Eh
spin multiplicity = 4
frontier orbital gap (spin up / spin down) = 0.25681 / 0.23538 hartree
⟨S²⟩ = 3.801
charge = +3

XYZ file:
```
58
Properties=species:S:1:pos:R:3:forces:R:3
Tc 1.124178 -1.451931 -0.637108 -0.2 0.0 0.1
Br -2.775771 -3.248319 0.341376 0.0 0.0 0.0
Br 0.431659 -3.780356 0.488836 0.0 0.0 0.0
S 1.763067 0.122345 -2.138815 0.1 0.0 0.0
P 0.217145 0.272998 0.768409 0.0 0.0 0.0
F 0.923704 1.951265 -4.215998 0.0 0.0 0.0
F -0.470868 1.557034 -5.825559 0.0 0.0 0.0
F 1.467099 0.590930 -5.812013 0.0 0.0 0.0
O 3.420933 -2.412261 0.168830 0.0 0.0 0.0
N -0.117950 -1.570653 -2.347566 0.0 0.0 0.1
N 2.793716 -1.198478 0.488610 0.1 -0.1 -0.1
C -1.169454 -0.911687 -4.787572 0.0 0.0 0.0
C 1.534526 1.336950 1.402303 0.0 0.0 0.0
C -0.120572 -0.151632 -4.267656 -0.1 0.0 0.0
C 3.764326 1.786922 2.264130 0.0 0.0 0.0
C 3.348108 3.031558 2.719472 0.1 0.0 0.0
C -0.260445 -1.640432 4.286807 0.0 0.0 0.0
C -0.905514 1.160116 -0.297097 0.0 0.0 0.0
C -1.589784 -1.377804 4.615065 0.0 0.0 0.0
C 0.385754 -0.532940 -3.047138 0.0 0.0 0.0
C -0.521685 2.362904 -0.901582 0.0 0.0 0.0
C 0.255198 -1.179250 3.089723 0.0 0.0 0.0
C -2.599669 2.394034 -2.111237 0.0 0.0 0.0
C 1.127425 2.564973 1.893981 0.0 0.0 0.0
C -2.123481 0.556543 -0.636446 0.0 0.0 0.0
C 2.034441 3.414382 2.537956 -0.1 0.0 0.0
C 0.458113 1.008636 -5.055762 0.0 0.0 0.0
C -1.119897 -2.304471 -2.847719 0.0 0.0 -0.1
C -0.559875 -0.449004 2.211319 0.0 0.0 0.0
C -1.376433 2.978409 -1.799979 0.0 0.0 0.0
C -1.666570 -1.996480 -4.080356 0.0 0.0 0.1
C -2.968559 1.182574 -1.537524 0.0 0.0 0.0
C -2.395237 -0.647666 3.752450 0.0 0.0 0.0
C 2.877408 0.932866 1.602093 0.0 0.0 0.0
C 3.427543 -0.331430 1.198095 0.0 0.0 0.0
C -1.887831 -0.174760 2.549883 0.0 0.0 0.0
C -1.321830 -3.785147 1.425747 0.0 0.0 0.0
H 0.096443 2.882700 1.796544 0.0 0.0 0.0
H -3.419317 -0.427235 4.022446 0.0 0.0 0.0
H 4.046924 3.685356 3.223158 0.0 0.0 0.0
H -2.467244 -2.601714 -4.481260 0.0 0.0 0.0
H 0.369536 -2.193989 4.970259 0.0 0.0 0.0
H -1.090887 3.917573 -2.254428 0.0 0.0 0.0
H 0.433199 2.821299 -0.679896 0.0 0.0 0.0
H 4.788938 1.472817 2.422109 0.0 0.0 0.0
H -2.517322 0.426319 1.909230 0.0 0.0 0.0
H -3.921551 0.732874 -1.783149 0.0 0.0 0.0
H -1.587965 -0.647981 -5.751638 0.0 0.0 0.0
H -1.465009 -3.138391 -2.253061 0.0 0.0 0.0
H -2.412345 -0.392389 -0.201157 0.0 0.0 0.0
H 1.691632 4.373516 2.903837 0.0 0.0 0.0
H -1.427990 -4.825271 1.714335 0.0 0.0 0.0
H -3.268799 2.887125 -2.804387 0.0 0.0 0.0
H -1.990933 -1.734011 5.554891 0.0 0.0 0.0
H -1.197353 -3.113399 2.265074 0.0 0.0 0.0
H 1.294196 -1.378310 2.851563 0.0 0.0 0.0
H 4.201185 -2.225535 -0.386386 0.0 0.0 0.0
H 4.441741 -0.582093 1.503956 0.0 0.0 0.0
```
Positions in Å, forces in eV/Å.


> The highest charge belongs to which entry?

C26H21Br2F3N2OPSTc